No. 1
Entry from OMol25: a molecular structure, C55H69N2O7STi (ωB97M-V/def2-TZVPD).

Element x y z (Å)
H: -3.501 -0.708 5.933
C: -3.091 0.258 6.227
C: -2.329 2.110 3.120
C: 1.176 -3.036 -0.827
H: 3.143 -0.867 5.060
C: 0.551 2.911 -2.259
H: 4.541 -3.830 -4.058
C: -2.463 0.810 -5.545
C: -2.320 -4.339 -4.376
C: 3.040 2.743 1.303
O: 0.436 1.978 -1.152
C: -0.394 -3.206 2.316
O: 0.182 -1.703 -5.015
H: 1.568 2.884 -2.642
H: 0.539 0.219 7.564
H: 3.096 5.980 2.572
H: 2.679 -2.781 -5.455
C: -2.139 0.637 1.257
C: 0.937 3.431 2.179
H: -3.320 -1.791 -4.395
H: -4.603 -2.937 -4.795
C: 2.050 -0.680 -1.036
H: 1.426 1.703 7.133
H: -1.590 2.922 -0.030
H: 4.939 4.291 4.398
H: -3.472 1.183 -7.391
C: 1.980 -1.979 -1.562
C: 2.435 3.423 4.816
Ti: -0.273 0.091 -0.945
C: -4.191 -4.751 -2.798
C: -5.055 1.407 5.191
H: 0.305 3.903 -1.884
C: -3.520 1.376 5.265
C: -3.995 -2.544 -3.978
H: 1.436 -4.010 -1.244
O: -0.428 -2.123 1.388
H: 1.353 3.546 4.887
H: -0.164 2.610 -3.013
H: 2.771 -1.086 -5.921
H: -1.583 -3.642 -4.773
C: -2.013 -0.395 -7.557
H: 6.018 -0.343 -4.182
H: -4.267 -1.576 0.976
C: -2.805 -0.376 1.939
C: -2.405 -3.165 -2.131
O: -1.885 1.200 -2.806
H: 2.889 3.923 5.675
H: 4.306 0.667 -3.120
H: -4.894 -4.333 -2.077
H: 0.282 -1.461 -4.077
H: -0.460 -3.657 -2.874
H: 4.111 2.623 1.397
H: -2.165 3.092 3.545
C: -1.032 -3.263 -2.042
C: -1.320 0.316 -3.434
H: -4.162 -2.475 -1.092
C: 5.171 -2.966 -4.271
H: -3.456 0.475 7.232
C: 0.533 1.108 6.927
C: -3.229 -1.689 1.301
H: 1.639 5.737 3.539
H: -2.940 -4.688 -5.204
C: -3.087 -2.599 -1.038
H: 0.093 -2.817 3.206
C: -2.972 1.122 3.860
C: 2.994 4.021 3.520
C: 5.308 -0.590 -4.973
C: 2.708 5.530 3.488
H: -5.477 1.593 6.180
H: -4.766 -5.167 -3.627
C: -3.192 -0.109 3.243
H: 5.846 -2.819 -3.426
H: -5.450 0.457 4.827
H: -1.572 3.946 1.395
H: -3.437 3.558 5.257
H: 3.922 -2.250 -6.597
C: 3.285 1.604 -0.913
H: -3.005 1.558 -4.981
H: 2.496 -0.282 6.550
C: -0.329 -2.866 -0.894
H: -3.389 2.827 6.856
O: -0.427 -0.442 -2.789
H: -1.951 2.795 5.831
H: 0.180 -4.044 1.911
C: 2.915 0.279 -1.564
C: 3.633 -0.073 -2.708
H: 5.879 -0.923 -5.840
H: 5.772 -3.209 -5.149
C: -3.210 -3.688 -3.320
H: 3.188 6.018 4.338
H: 0.338 3.872 2.968
C: 3.368 -1.973 -5.698
H: -2.005 0.157 6.269
C: 2.718 -2.275 -2.692
C: -1.053 -1.147 -6.915
C: 3.548 -1.327 -3.300
H: -3.719 -0.890 3.779
H: -0.493 -1.912 -7.436
H: -1.401 -3.553 2.558
H: 4.776 0.319 -5.263
H: 4.269 1.446 -0.466
N: 2.473 -0.299 5.545
C: -2.449 -2.232 0.126
C: -1.241 2.984 1.002
C: -2.724 0.596 -6.878
H: -3.653 -5.567 -2.312
C: 1.392 0.102 4.838
H: -5.395 2.195 4.517
C: 2.318 3.377 2.311
H: -4.664 -2.046 -3.277
H: -1.793 -5.208 -3.977
C: 4.347 -1.701 -4.547
O: -1.743 0.420 -0.037
H: 4.979 4.261 2.639
H: -3.248 -2.440 2.094
C: -1.900 1.886 1.816
O: 1.185 -0.360 -0.002
C: 4.509 3.814 3.517
C: -1.499 0.052 -4.866
H: 2.661 -3.280 -3.094
C: -1.054 -2.412 0.208
H: -2.214 -0.577 -8.605
S: 1.256 -0.196 3.197
H: 3.460 2.328 -1.714
H: 1.488 -3.023 0.218
C: 2.433 2.246 0.158
C: -0.778 -0.933 -5.564
N: 0.446 0.765 5.524
C: 1.062 2.418 0.050
H: 4.770 2.754 3.552
C: -3.041 2.716 5.827
C: 0.272 2.944 1.059
H: 2.664 2.359 4.873
H: -0.336 1.700 7.201
H: -0.350 1.051 4.975

energy relative to the best compared isomer or geometry (same formula, charge and spin) = 27.0 kcal/mol
spin multiplicity = 1
Kohn-Sham gap = 6.80 eV
E_HOMO = -10.039 eV
total charge = +1

Results of the Löwdin charge analysis, in e, for atoms 1 through 5: 0.08 -0.04 0.02 -0.04 0.09

=====

No. 2
Entry from OMol25: a molecular structure, C55H70BFN12O3P2Ti at a distorted geometry (ωB97M-V/def2-TZVPD).

Element x y z (Å)
H: -2.139 0.061 -3.823
C: 0.887 -1.365 4.697
H: -4.400 5.339 1.687
C: -2.727 -3.086 0.743
H: -6.965 8.298 0.192
C: -3.397 4.614 -0.550
H: 3.912 3.720 -0.829
N: -4.355 5.653 -0.360
H: -4.965 0.656 -5.309
H: -4.465 3.795 -2.208
C: 5.435 -0.286 0.167
O: 0.667 -1.049 -1.257
C: 1.276 -4.034 -0.781
H: -1.374 -4.900 -4.506
C: 2.860 -2.606 -2.828
H: 2.909 1.410 -3.512
C: -2.861 1.023 2.903
C: -1.468 2.679 3.205
H: 8.185 -0.582 -0.506
C: -5.802 7.359 -1.265
N: -1.611 -1.780 2.123
H: -0.997 3.633 3.337
B: -1.217 -0.896 3.307
C: 1.977 2.702 2.039
H: 3.325 -0.957 2.608
C: 0.026 -7.342 0.640
H: -3.759 6.937 1.243
C: 1.720 -3.362 0.389
C: -2.954 -2.386 6.106
C: 4.025 2.899 -1.527
C: -1.492 3.316 0.201
H: 8.372 -1.978 0.560
C: 3.233 1.923 1.662
H: -6.560 6.605 -1.485
C: 4.428 2.872 1.619
C: 2.408 -1.029 3.163
C: 3.553 -1.825 0.339
C: 2.250 -1.385 4.500
F: -1.955 5.408 1.175
P: 2.793 0.821 0.192
H: -5.892 8.186 -1.971
C: 4.500 -2.857 0.511
C: -2.824 2.392 3.008
C: -1.110 0.320 -1.968
H: 6.530 -3.423 0.727
H: -0.796 -7.374 1.353
H: -2.744 -0.849 7.708
H: -5.324 8.571 0.331
C: 6.348 -1.317 0.348
C: 1.342 -5.474 -4.057
N: 2.226 -2.069 0.335
C: -5.903 6.759 1.114
C: -2.572 -1.175 6.702
C: 3.877 -3.734 -2.676
H: 3.430 1.194 2.456
H: -3.470 -3.738 0.335
Ti: 0.807 -0.678 0.531
H: -1.450 0.461 5.695
H: 1.953 -3.542 2.508
H: -3.644 3.082 2.956
H: -5.614 1.278 -2.333
H: 1.142 2.025 2.233
N: -2.948 1.668 -2.747
H: 3.954 0.366 -2.531
C: -5.411 1.609 -3.342
C: 4.059 -0.496 0.184
H: -3.422 -2.605 2.803
H: -6.165 2.265 -3.753
H: 5.000 2.445 -1.382
C: -1.011 1.106 -0.761
C: 0.599 -5.959 0.553
C: -2.061 0.639 -2.919
H: -3.690 0.359 2.760
C: -0.966 -4.500 -3.578
H: 3.102 -1.827 -2.096
C: -3.614 3.669 -1.562
H: 8.046 -0.384 1.241
O: -0.132 -1.410 -3.277
C: 5.849 -2.604 0.539
H: 5.809 0.720 0.031
H: -1.177 -5.208 -2.780
H: -3.775 2.698 -4.388
H: 2.198 0.147 -2.506
H: -1.152 -2.856 -0.824
N: 1.220 -0.801 2.598
H: 3.745 -4.272 -1.740
H: 2.061 -1.377 -4.419
H: 0.727 -6.178 -4.615
H: 4.878 -3.305 -2.680
N: -0.885 -1.851 0.997
C: -4.504 6.164 0.982
H: 4.000 3.329 -2.528
C: 0.527 -4.220 -3.748
H: -6.064 7.153 2.119
H: 2.197 -5.228 -4.680
C: -2.784 2.564 -1.714
N: -1.928 -1.286 4.593
C: -3.976 1.865 -3.719
C: 2.996 0.882 -2.563
C: 2.914 1.860 -1.394
H: 2.160 3.280 2.944
N: -2.556 -2.440 4.850
H: 0.604 -3.522 -4.589
H: 0.330 -1.574 5.587
P: 1.138 -3.135 -2.353
N: 0.297 -1.017 3.543
H: 5.287 2.438 1.122
C: -2.727 -2.511 1.996
C: -2.283 4.438 0.269
C: -0.174 -0.744 -2.192
C: 7.824 -1.051 0.408
N: -0.748 1.575 3.212
N: -1.597 0.561 3.026
H: 1.700 3.393 1.244
C: 1.603 -4.039 1.611
H: 3.002 -1.639 5.219
C: -1.923 -0.502 5.698
H: 0.961 -5.786 2.656
H: -3.652 7.508 -1.140
C: -1.549 -2.634 0.152
C: -1.755 2.325 -0.756
O: -0.286 0.750 0.249
H: 0.340 -5.810 -1.539
H: -0.346 -7.678 -0.325
C: 0.694 -5.301 -0.658
H: 4.162 3.807 1.136
H: -6.655 6.000 0.891
C: -4.693 0.671 -4.264
H: 1.710 -5.966 -3.162
H: 3.831 -1.460 -4.368
N: -6.039 7.861 0.118
H: -1.479 -3.565 -3.358
H: 4.141 -3.866 0.663
H: 0.783 -8.052 0.973
C: 1.056 -5.303 1.695
C: 2.911 -2.028 -4.238
H: 1.941 2.377 -1.431
H: -0.670 3.181 0.882
H: 3.811 -4.440 -3.499
H: -4.241 6.321 -2.324
H: 4.718 3.106 2.642
H: -4.416 -0.291 -3.864
H: 2.900 -2.822 -4.982
C: -4.411 6.725 -1.327
H: -3.509 -3.200 6.529

energy relative to the best compared isomer or geometry (same formula, charge and spin) = 56.8 kcal/mol
spin multiplicity = 2
Kohn-Sham gap (alpha / beta) = 3.61 / 3.72 eV
E_HOMO (alpha / beta) = -6.672 / -6.781 eV
⟨S²⟩ = 0.80
total charge = +1

Results of the Löwdin charge analysis, in e, for atoms 1 through 5: 0.14 -0.02 0.14 -0.01 0.19